C46H58BIN8PRuS | wB97M-V/def2-TZVPD

The geometry in XYZ format:
```
117
Properties=species:S:1:pos:R:3:forces:R:3
Ru 0.72427 -1.61880 1.31207 0.0950 0.0371 -1.4100
C -1.40887 -3.39492 3.57542 0.1691 0.0480 0.0226
C -0.18105 -2.71490 4.09021 0.0077 0.0743 0.0370
C 0.22884 -2.59668 5.41642 -0.1411 -0.1199 0.0418
C 1.39002 -1.84511 5.39541 -0.1362 0.0004 0.1205
C 2.22669 -1.39199 6.54491 0.0833 0.0298 -0.1523
N 1.64320 -1.54338 4.11185 0.1823 0.2018 0.1571
N 0.69469 -2.06854 3.30836 -0.0788 -0.2372 0.3511
B 2.73569 -0.64776 3.51253 -0.2211 -0.0671 -0.0199
N 2.02496 0.54249 2.80156 0.2929 0.2975 0.2661
N 0.85330 0.38728 2.12947 0.0969 -0.2202 -0.1677
C 0.30198 1.60900 2.06014 0.0806 0.0421 -0.0538
C -1.08137 1.94690 1.60066 0.1445 0.0557 0.0968
C 1.16194 2.55107 2.62045 -0.1447 0.0983 -0.0623
C 2.24869 1.83692 3.08272 -0.0637 0.0461 0.0383
C 3.46605 2.34641 3.77896 -0.0389 -0.1228 0.0292
N 3.51616 -1.41378 2.46451 0.0842 -0.0593 -0.0869
N 2.92045 -1.72990 1.28152 -0.9372 -0.0360 0.3541
C 3.87386 -2.27051 0.51051 -0.1016 -0.0408 -0.0113
C 3.63417 -2.74909 -0.87687 0.2249 0.0494 0.1801
C 5.07990 -2.29683 1.20945 0.0321 -0.0590 -0.2103
C 4.81638 -1.74345 2.44458 0.0907 -0.0167 -0.0285
C 5.75129 -1.53005 3.58794 -0.1315 0.0155 0.0301
H -2.00177 -3.75319 4.41335 -0.0367 0.0117 -0.0080
H -1.17220 -4.26119 2.95728 -0.0391 -0.0439 0.0092
H -2.02307 -2.70934 2.98892 -0.0460 -0.0208 -0.0043
H -0.26426 -3.00441 6.28391 0.0369 0.0039 -0.0327
H 1.81951 -1.79041 7.47022 0.0135 -0.0156 0.0044
H 2.24272 -0.30396 6.61608 -0.0300 -0.0036 0.0101
H 3.25913 -1.72663 6.44296 -0.0184 -0.0343 0.0282
H 3.43514 -0.24652 4.38644 0.0541 0.0014 -0.1018
H -1.51295 1.19032 0.95057 -0.0216 0.0210 -0.0429
H -1.06954 2.90857 1.07911 -0.0331 -0.0255 0.0082
H -1.73697 2.05566 2.46779 -0.0527 -0.0414 -0.0486
H 0.99483 3.61263 2.71620 0.0016 -0.0518 -0.0025
H 3.45045 3.43359 3.79669 -0.0014 -0.0057 -0.0224
H 4.37256 2.01745 3.27001 -0.0042 0.0136 0.0155
H 3.51412 1.98928 4.80763 -0.0002 0.0161 -0.0051
H 2.61996 -2.52680 -1.17686 0.0488 -0.0063 -0.0646
H 3.79598 -3.82483 -0.95167 -0.0384 -0.0021 -0.0333
H 4.32410 -2.26356 -1.56849 -0.0048 -0.0144 -0.0075
H 6.02792 -2.66925 0.85686 -0.0393 0.0222 -0.0136
H 6.76330 -1.78558 3.28505 -0.0002 0.0009 -0.0151
H 5.48081 -2.16418 4.43347 0.0044 0.0180 0.0013
H 5.74049 -0.49553 3.92997 0.0136 -0.0079 -0.0111
I 0.50854 -4.23070 0.65707 0.1345 0.1571 0.1031
C 1.07942 -4.67263 -1.33320 -0.1540 0.2388 0.2803
C 1.51671 -5.96268 -1.43489 -0.0175 -0.0333 -0.0342
C 1.85125 -6.51158 -2.68515 0.0110 -0.0664 0.0391
C 1.68568 -5.75283 -3.79945 -0.0005 -0.0023 -0.0461
C 1.22730 -4.41496 -3.71477 0.0064 0.0353 0.0829
C 1.05952 -3.69749 -4.92111 0.0182 -0.0045 -0.0015
C 0.66278 -2.39641 -4.91300 -0.0497 0.0660 -0.0536
C 0.47558 -1.75854 -3.67984 -0.0881 -0.1721 0.0678
C 0.60147 -2.40393 -2.46171 -0.0625 0.1444 -0.1013
P 0.40382 -1.26303 -1.03191 0.7145 0.0318 0.4811
C 1.23971 0.25491 -1.59741 -0.2613 0.0581 -0.0844
C 2.43174 0.21795 -2.31709 0.0079 0.0324 -0.0675
C 3.15795 1.38454 -2.52178 0.0493 0.0165 0.0838
C 2.71828 2.59163 -1.99647 -0.0255 0.0215 -0.0406
C 1.52945 2.63905 -1.27950 -0.0353 -0.0002 0.0053
C 0.80186 1.47372 -1.08106 -0.0211 0.0134 -0.2069
C -1.44455 -0.96966 -1.12363 -0.1396 0.1758 0.2201
C -2.25794 -2.18225 -0.81569 -0.2521 0.0027 -0.0419
C -3.65323 -2.28204 -1.30598 0.0824 0.0147 0.0836
C -4.29490 -1.27502 -1.88467 -0.0848 0.1054 -0.0325
C -3.59647 -0.01240 -2.24409 -0.0070 -0.4374 -0.1807
C -2.05105 0.03348 -2.08897 0.8667 -0.4316 1.0491
C 0.94566 -3.80118 -2.45122 -0.0784 -0.1454 -0.1389
H 1.59454 -6.58001 -0.54898 0.0443 -0.0078 -0.0280
H 2.21392 -7.52860 -2.74299 -0.0183 0.0094 -0.0136
H 1.90519 -6.15654 -4.77972 -0.0088 0.0010 0.0114
H 1.26367 -4.20667 -5.85482 -0.0064 -0.0015 0.0126
H 0.52963 -1.84707 -5.83540 0.0373 -0.0034 0.0139
H 0.27538 -0.69465 -3.69807 0.0614 0.0037 -0.0203
H 2.80078 -0.71437 -2.72371 -0.0108 0.0216 0.0030
H 4.08469 1.34976 -3.08009 -0.0236 -0.0305 0.0078
H 3.30263 3.49196 -2.13603 -0.0049 -0.0268 -0.0177
H 1.19017 3.57563 -0.85250 0.0341 -0.0479 0.0437
H -0.10412 1.49789 -0.49278 0.0958 0.0201 0.1838
H -1.74470 -3.12570 -0.67257 0.1004 0.0396 -0.0189
H -4.16271 -3.22008 -1.11813 -0.0112 0.0356 -0.0230
H -5.33119 -1.36258 -2.18746 0.0368 -0.0368 -0.0465
H -3.90421 0.32369 -3.23463 0.0376 0.2281 0.0611
H -1.50769 -0.01495 -3.02980 0.0527 0.2596 0.0008
C -4.39804 3.62190 1.34987 -0.0632 -0.0861 -0.0173
C -5.00798 2.22117 1.23771 0.0218 0.2279 -0.1617
C -5.73960 1.99257 -0.09136 0.1907 -0.1452 0.1507
C -4.84536 2.20747 -1.30369 -0.3260 0.1519 0.1274
N -3.72247 1.19569 -1.29355 0.0418 0.3463 0.2932
C -2.31559 1.48521 -1.63031 -2.0184 -0.4500 -1.3689
S -2.08837 -1.03875 0.59440 0.3917 -0.3618 0.2404
N -1.99015 2.55662 -2.23149 1.4016 0.3254 -0.0906
C -2.74911 3.44988 -3.16415 -0.4950 1.0061 0.4570
C -2.84320 4.91572 -2.71049 0.2033 -0.0108 -0.0750
C -1.67452 5.77398 -3.19402 0.0972 -0.0774 0.1493
C -0.33926 5.38685 -2.56313 -0.1592 -0.0061 -0.0290
H -4.21550 3.88396 2.39050 0.0690 -0.0193 -0.0182
H -5.07946 4.37396 0.94446 0.0318 0.0040 0.0309
H -3.44141 3.70276 0.82241 -0.0408 0.0488 -0.0018
H -5.73090 2.07325 2.03840 0.0303 -0.1045 0.0172
H -4.22326 1.46472 1.39314 -0.0894 -0.0475 0.1305
H -6.55955 2.70704 -0.17284 -0.0418 -0.0314 -0.0556
H -6.17832 0.99099 -0.11884 -0.0611 0.0303 -0.0590
H -4.39387 3.19584 -1.25691 0.0573 -0.0154 0.0252
H -5.39936 2.11803 -2.23702 0.1162 -0.1516 -0.0617
H -3.70839 0.80103 -0.33080 0.1939 -0.1276 -0.0981
H -0.96417 2.67217 -2.28501 -0.0698 -0.2651 -0.4624
H -3.73244 3.02516 -3.32159 0.0306 -0.1791 0.0275
H -2.20277 3.39373 -4.10776 0.1656 -0.2104 0.0961
H -2.89734 4.95348 -1.61765 -0.1171 0.0149 -0.0091
H -3.77398 5.32919 -3.10190 -0.0404 -0.0988 0.0152
H -1.89996 6.81270 -2.95461 -0.0039 0.0109 -0.0320
H -1.60220 5.70655 -4.28255 -0.0489 0.0832 0.0001
H -0.42575 5.33179 -1.47273 0.0309 0.0128 -0.0284
H 0.42324 6.12832 -2.79569 0.0492 -0.0616 -0.0061
H 0.03293 4.42486 -2.93783 0.0254 0.0501 -0.0074
```
Forces are in eV/Å.

Properties
highest occupied orbital energy = -14.641 eV
molecular weight = 1024.9 g mol⁻¹
F_max = 2.5 eV Å⁻¹
total charge = +3
spin multiplicity = 1
lowest unoccupied orbital energy = -0.37925 Ha

C46H58N4O3P4Ti | wB97M-V/def2-TZVPD

The geometry in XYZ format:
```
116
Properties=species:S:1:pos:R:3:forces:R:3
Ti -1.17314 0.13213 1.23231 1.1047 0.1662 0.2456
C -4.35476 2.87621 1.01844 0.0803 0.0596 -0.0334
C -3.48389 1.87188 1.69762 -0.2219 -0.0604 0.0386
O -2.53997 1.31626 0.97646 -0.5927 0.4794 -0.1567
C -3.71214 1.45979 2.98504 0.0478 0.0182 0.0437
C -3.31833 0.16419 3.39494 -0.0557 -0.0513 -0.1515
C -4.05441 -0.52035 4.50118 -0.0202 0.0173 0.0136
N -2.45062 -0.50328 2.66273 -0.0091 -0.0511 0.2047
N -2.61755 -1.88822 2.65871 -0.0859 -0.0080 0.0967
C -2.38143 -2.30442 1.45383 0.0622 -0.1877 0.1259
O -1.90855 -1.44004 0.56428 -0.1536 -0.4631 0.0584
C -2.62642 -3.69443 1.05534 0.0714 0.0655 -0.1796
C -2.67740 -4.00585 -0.30117 0.0541 0.0156 -0.0170
C -2.89013 -5.31502 -0.69820 0.0298 -0.0010 0.0194
C -3.03754 -6.31294 0.25534 0.0040 0.0042 0.0150
C -2.99575 -6.00050 1.60967 -0.0116 0.0118 0.0038
C -2.79888 -4.69139 2.01344 -0.0153 0.0121 0.0111
H -3.84900 3.83822 0.91786 0.0023 -0.0163 -0.0154
H -4.59219 2.52392 0.01416 0.0008 -0.0170 0.0102
H -5.27594 3.02208 1.57522 0.0004 0.0275 0.0044
H -4.46429 1.97238 3.56604 -0.0313 -0.0334 -0.0057
H -4.62267 0.19948 5.08456 0.0064 0.0053 -0.0011
H -4.73869 -1.26037 4.08441 -0.0107 0.0064 -0.0005
H -3.36252 -1.05701 5.14957 -0.0041 -0.0134 -0.0050
H -2.54930 -3.22193 -1.03697 -0.0018 -0.0153 0.0249
H -2.93773 -5.55853 -1.75110 0.0005 -0.0034 -0.0037
H -3.19249 -7.33742 -0.05595 -0.0133 -0.0011 0.0056
H -3.12939 -6.77841 2.34919 0.0110 -0.0041 -0.0018
H -2.78414 -4.43632 3.06506 0.0033 -0.0134 0.0065
C 1.68062 1.26937 3.48962 -0.0264 -0.0328 -0.1272
P -0.10194 1.57925 3.26122 -0.0539 0.1188 0.2082
C -0.74917 1.26818 4.93959 0.0378 -0.0478 -0.0637
C -0.12198 3.41822 3.14859 -0.0810 -0.0243 -0.0612
C -1.01813 3.88769 2.00963 0.0180 -0.1378 -0.0042
P -0.38670 3.12000 0.44906 0.0632 0.1657 -0.0489
C -1.56849 3.72124 -0.81519 0.0593 -0.0983 -0.0318
C 0.96914 4.32732 0.17731 0.0390 -0.1688 0.0787
H 2.06307 1.99929 4.20429 0.0237 -0.0035 -0.0092
H 2.21193 1.38411 2.54242 -0.0087 0.0003 0.0051
H 1.86390 0.27311 3.88300 0.0159 -0.0280 0.0220
H -0.09793 1.76632 5.65917 -0.0235 -0.0118 0.0327
H -0.76725 0.20001 5.15586 0.0150 0.0002 -0.0160
H -1.75528 1.67261 5.03947 0.0024 0.0045 0.0014
H 0.90693 3.73616 2.97021 0.0008 0.0251 0.0605
H -0.42624 3.83144 4.11157 -0.0103 0.0027 0.0009
H -0.99427 4.97422 1.90861 -0.0069 0.0001 -0.0145
H -2.04691 3.60201 2.21353 0.0132 0.0428 -0.0143
H -2.03574 4.64718 -0.47610 0.0115 0.0183 -0.0401
H -2.33838 2.98820 -1.04659 -0.0085 0.0050 0.0430
H -1.00637 3.93224 -1.72348 0.0143 -0.0364 -0.0647
H 0.54367 5.33100 0.23516 0.0369 -0.0050 0.0249
H 1.75924 4.22647 0.92031 0.0138 -0.0132 -0.0140
H 1.40861 4.19924 -0.80185 0.1294 -0.1458 -0.2392
C 2.03647 0.13796 -3.29021 -0.1311 -0.0150 -0.0544
C 1.87465 -1.09651 -2.41248 0.0980 -0.0164 0.0750
P 0.50904 -1.23937 -1.15272 -0.0069 0.0545 -0.4916
C -0.92993 -1.07562 -2.27626 0.0112 -0.0168 0.0748
C -1.37835 -2.07476 -3.13476 -0.0469 -0.0200 -0.0197
C -2.45400 -1.83993 -3.98148 0.0193 -0.0045 0.0197
C -3.09012 -0.60629 -3.98282 -0.0045 0.0176 0.0125
C -2.64885 0.39767 -3.13211 -0.0159 -0.0364 -0.0242
C -1.57737 0.15753 -2.28537 0.0513 0.0529 -0.0051
C 0.72275 -3.04654 -0.83333 0.0052 0.0078 0.0601
C 0.58597 -3.52612 0.46658 -0.1639 0.0014 0.0290
C 0.78354 -4.86131 0.78546 -0.0283 -0.0022 -0.0716
C 1.12431 -5.76397 -0.20752 -0.0178 -0.0026 -0.0040
C 1.27334 -5.31089 -1.51106 0.0191 0.0036 0.0144
C 1.08706 -3.97185 -1.81876 -0.0553 -0.0673 -0.0033
P 1.90626 1.82839 -2.57887 0.0021 0.1843 0.1853
C 2.17348 2.73875 -4.14027 -0.0927 0.0465 0.0519
C 3.36453 2.70120 -4.86657 -0.0210 -0.0531 -0.0666
C 3.46639 3.35970 -6.08141 0.0140 -0.0120 0.0138
C 2.37761 4.05482 -6.59343 -0.0182 -0.0029 0.0148
C 1.18229 4.08138 -5.89234 0.0204 -0.0027 -0.0085
C 1.08448 3.42779 -4.67117 0.0306 0.0035 0.0065
C 3.50272 1.97980 -1.68650 -0.0445 0.1197 0.0494
C 4.40949 3.01976 -1.89096 -0.0615 0.0606 -0.0085
C 5.55366 3.13233 -1.11300 0.0164 -0.0382 0.0426
C 5.81789 2.20625 -0.11458 -0.0020 0.0225 -0.0327
C 4.91729 1.17503 0.11188 -0.0214 -0.0196 -0.0139
C 3.76732 1.07287 -0.65798 0.0044 0.0278 0.0399
H 1.26164 0.12699 -4.06219 -0.0110 0.0038 0.0039
H 2.99560 0.06938 -3.80764 -0.0215 -0.0790 -0.0629
H 2.81015 -1.35199 -1.90984 -0.0273 0.0311 0.0522
H 1.66672 -1.90922 -3.10561 0.1075 -0.0531 0.0391
H -0.90596 -3.04901 -3.13873 -0.0080 0.0211 -0.0081
H -2.79488 -2.62447 -4.64406 -0.0063 -0.0011 -0.0045
H -3.92521 -0.42765 -4.64670 -0.0002 -0.0026 -0.0028
H -3.13578 1.36506 -3.13832 0.0126 0.0020 0.0046
H -1.20541 0.96057 -1.65247 0.0150 0.0336 0.0357
H 0.30499 -2.84200 1.25015 -0.0802 -0.2379 -0.4251
H 0.65306 -5.19558 1.80724 -0.0048 -0.0259 0.0146
H 1.27219 -6.80958 0.02718 0.0091 -0.0035 -0.0023
H 1.54707 -6.00074 -2.29835 -0.0051 -0.0104 0.0064
H 1.23296 -3.67900 -2.84804 -0.0260 0.0043 0.0113
H 4.21860 2.15145 -4.48928 -0.0014 0.0108 0.0143
H 4.39653 3.32649 -6.63312 -0.0003 0.0059 -0.0065
H 2.46228 4.56951 -7.54104 -0.0020 -0.0019 -0.0067
H 0.32761 4.60940 -6.29379 0.0012 0.0053 -0.0018
H 0.14297 3.43486 -4.13358 -0.0028 0.0439 0.0435
H 4.23016 3.75295 -2.66707 -0.0193 -0.0098 0.0283
H 6.24530 3.94408 -1.29634 0.0021 -0.0005 0.0027
H 6.71912 2.28524 0.47839 -0.0027 0.0040 0.0054
H 5.12154 0.44468 0.88500 -0.0156 -0.0146 0.0224
H 3.05782 0.27924 -0.45559 -0.0144 -0.0241 0.0493
C 2.89460 -1.87733 1.98405 0.0756 0.0286 0.0028
N 1.94415 -2.26321 3.01663 -0.0069 0.1135 0.1285
C 0.68086 -1.84005 3.07380 0.1161 -0.0411 0.2547
N -0.11003 -2.29508 4.06830 0.0460 -0.0447 -0.0129
O 0.24738 -1.01188 2.22438 -0.2131 0.2779 -0.1305
H 3.20571 -2.75509 1.41932 -0.0143 0.0102 -0.0032
H 3.76580 -1.40435 2.43403 0.0096 0.0243 0.0045
H 2.40760 -1.17925 1.31075 -0.0015 0.0370 -0.0366
H 2.24482 -2.95001 3.68981 -0.0241 -0.0016 0.0002
H 0.21637 -3.05695 4.64160 0.0039 0.0232 0.0215
H -1.11132 -2.26050 3.89573 0.0228 -0.0013 -0.0119
```
Forces are in eV/Å.

Properties
highest occupied orbital energy = -12.246 eV
molecular weight = 886.8 g mol⁻¹
F_max = 1.1 eV Å⁻¹
total charge = +2
spin multiplicity = 1
lowest unoccupied orbital energy = -0.22656 Ha
ΔE to the lowest compared entry with this formula, charge and spin = 190.2 kJ/mol